(1)
DFT (ωB97M-V/def2-TZVPD) results for C51H48FILaN6O5PSSe2Te2 as an isolated structure in a non-equilibrium geometry.

The geometry in ORCA input format:
```
! RIJCOSX wB97M-V def2-TZVPD def2/J DEFGRID3
* xyz 0 1
La 1.102 1.150 -0.262
Se 1.139 1.686 2.755
Te 3.217 3.045 2.195
Te 4.767 2.003 0.242
Se 3.455 2.184 -1.884
C 1.271 -6.526 1.541
C 2.679 -5.966 1.681
C 3.703 -6.751 0.843
C 5.095 -6.202 1.127
C 5.146 -4.710 0.853
C 6.300 -4.101 0.449
C 6.293 -2.729 0.172
F 7.456 -2.162 -0.236
C 5.158 -1.973 0.272
C 3.953 -2.575 0.691
C 2.738 -1.759 0.744
O 2.751 -0.594 0.291
C 1.600 -2.414 1.263
C 1.672 -3.760 1.483
N 2.737 -4.542 1.307
C 3.952 -3.949 0.956
C 0.226 -1.836 1.388
O -0.567 -2.317 2.193
O -0.024 -0.884 0.586
H 1.273 -7.611 1.731
H 0.846 -6.313 0.557
H 0.573 -6.106 2.275
H 2.986 -6.034 2.732
H 3.463 -6.689 -0.226
H 3.652 -7.806 1.111
H 5.866 -6.702 0.506
H 5.373 -6.368 2.182
H 7.227 -4.661 0.335
H 5.177 -0.926 0.029
H 0.772 -4.267 1.796
I -2.303 1.364 -1.939
C -2.541 0.856 -3.948
C -3.557 1.574 -4.515
C -4.058 1.270 -5.793
C -3.523 0.224 -6.469
C -2.450 -0.517 -5.917
C -1.958 -1.628 -6.670
C -0.917 -2.376 -6.223
C -0.312 -2.041 -5.008
C -0.752 -1.001 -4.219
P 0.242 -0.813 -2.669
C 1.934 -0.890 -3.373
C 2.218 -0.043 -4.434
C 3.519 0.116 -4.879
C 4.565 -0.520 -4.230
C 4.291 -1.329 -3.127
C 2.985 -1.504 -2.706
C -0.167 -2.418 -1.930
C -1.340 -2.471 -1.174
C -1.784 -3.664 -0.631
C -1.058 -4.828 -0.853
C 0.103 -4.775 -1.587
C 0.544 -3.589 -2.135
C -1.869 -0.206 -4.654
H -4.027 2.378 -3.930
H -4.872 1.853 -6.199
H -3.916 -0.047 -7.452
H -2.436 -1.849 -7.621
H -0.555 -3.221 -6.810
H 0.530 -2.634 -4.699
H 1.411 0.506 -4.929
H 3.758 0.795 -5.693
H 5.587 -0.357 -4.543
H 5.084 -1.827 -2.565
H 2.800 -2.152 -1.859
H -1.901 -1.577 -0.978
H -2.686 -3.646 -0.023
H -1.418 -5.786 -0.484
H 0.676 -5.678 -1.755
H 1.436 -3.585 -2.742
C -1.873 3.183 7.191
C -1.588 2.770 5.744
C -2.840 2.214 5.073
N -2.681 1.818 3.686
C -2.487 2.599 2.623
S -2.062 1.952 1.146
N -2.611 3.979 2.792
C -3.707 4.742 3.179
O -3.575 5.946 3.255
C -5.017 4.070 3.467
C -5.449 2.951 2.774
C -6.709 2.420 3.018
C -7.542 3.005 3.960
C -7.152 4.181 4.580
C -5.893 4.708 4.363
H -0.980 3.594 7.677
H -2.235 2.335 7.768
H -2.637 3.967 7.219
H -0.764 2.054 5.707
H -1.245 3.650 5.196
H -3.648 2.931 5.174
H -3.194 1.330 5.615
H -2.481 0.841 3.506
H -1.943 4.515 2.243
H -4.822 2.485 2.015
H -7.056 1.547 2.455
H -8.508 2.565 4.160
H -7.824 4.685 5.258
H -5.595 5.664 4.792
C 0.778 7.242 -0.309
N 0.780 5.846 -0.654
C 0.830 5.301 -2.008
C 0.518 3.832 -1.765
O 0.546 2.925 -2.568
N 0.292 3.669 -0.426
C 0.441 4.845 0.166
N 0.262 4.975 1.473
H 1.370 7.803 -1.036
H 1.248 7.416 0.657
H -0.244 7.629 -0.292
H 1.833 5.396 -2.432
H 0.089 5.747 -2.659
H 0.415 4.095 1.973
H 0.651 5.787 1.929
*
```

Results
max |F| = 1.3 eV/Å
molar mass = 1585.951 g/mol
E = -249934.1295 eV
relative energy (zero: lowest compared OMol25 entry of this formula, charge and spin) = 0.000 eV
HOMO = -6.37 eV
HOMO-LUMO gap = 0.2382 hartree
lowest unoccupied orbital energy = 0.004 hartree



(2)
DFT (ωB97M-V/def2-TZVPD) results for C36H38N11O6S2Sn as an isolated structure.

The geometry in ORCA input format:
```
! RIJCOSX wB97M-V def2-TZVPD def2/J DEFGRID3
* xyz -1 1
Sn 0.068 -0.191 0.078
O 3.622 -0.582 -2.609
C 2.584 -0.796 -1.968
N 2.244 -0.408 -0.742
C 3.163 0.172 0.154
C 4.326 0.860 -0.194
C 5.148 1.400 0.792
C 4.817 1.250 2.128
C 3.656 0.572 2.491
C 2.811 0.039 1.521
N 1.573 -0.597 1.767
C 1.315 -1.217 2.917
O 2.015 -1.315 3.933
C -0.031 -1.921 2.933
C -0.485 -2.514 4.106
C -1.726 -3.125 4.099
C -2.475 -3.129 2.928
C -1.936 -2.527 1.806
N -0.737 -1.951 1.809
C 1.501 -1.595 -2.689
C 1.639 -1.823 -4.057
C 0.672 -2.560 -4.714
C -0.398 -3.068 -3.987
C -0.451 -2.797 -2.630
N 0.470 -2.072 -1.992
H 4.577 0.953 -1.238
H 6.053 1.925 0.508
H 5.457 1.661 2.901
H 3.410 0.442 3.532
H 0.147 -2.471 4.981
H -2.113 -3.592 4.998
H -3.457 -3.583 2.887
H -2.480 -2.488 0.866
H 2.506 -1.412 -4.555
H 0.744 -2.737 -5.781
H -1.177 -3.651 -4.461
H -1.266 -3.173 -2.018
C 1.291 3.344 5.323
C 1.073 1.904 4.871
N -0.179 1.714 4.154
C -0.279 1.771 2.795
S -1.653 1.052 2.040
N 0.723 2.380 2.184
N 0.703 2.169 0.846
C 1.414 2.929 0.095
C 2.307 4.020 0.608
C 1.333 2.687 -1.366
C 2.240 3.278 -2.248
C 2.131 3.024 -3.604
C 1.117 2.196 -4.060
C 0.251 1.665 -3.119
N 0.342 1.908 -1.816
H 2.244 3.437 5.852
H 1.312 3.998 4.450
H 0.489 3.675 5.989
H 1.888 1.602 4.219
H 1.071 1.230 5.729
H -0.930 1.216 4.596
H 2.143 4.141 1.673
H 3.356 3.747 0.449
H 2.112 4.965 0.096
H 3.035 3.904 -1.868
H 2.839 3.460 -4.298
H 1.010 1.951 -5.109
H -0.559 1.005 -3.423
C -2.173 3.200 -2.868
C -3.091 4.297 -3.400
S -4.533 3.673 -4.225
O -4.160 2.532 -5.026
O -5.212 4.787 -4.845
C -5.572 3.100 -2.874
C -5.938 1.624 -2.968
N -4.805 0.749 -2.670
C -4.126 0.728 -1.491
N -3.033 -0.006 -1.560
C -2.994 -0.504 -2.824
C -4.067 -0.048 -3.526
N -4.451 -0.429 -4.847
O -5.612 -0.266 -5.192
O -3.585 -0.911 -5.550
C -4.574 1.443 -0.261
H -1.207 3.621 -2.594
H -2.008 2.440 -3.631
H -2.574 2.708 -1.979
H -2.618 4.898 -4.180
H -3.461 4.968 -2.623
H -6.461 3.728 -2.932
H -5.035 3.318 -1.950
H -6.301 1.374 -3.956
H -6.733 1.417 -2.253
H -2.208 -1.162 -3.173
H -5.592 1.819 -0.346
H -3.894 2.263 -0.016
H -4.512 0.760 0.586
*
```

Results
max |F| = 0.6 eV/Å
molar mass = 903.616 g/mol
E = -94128.1675 eV
relative energy (zero: lowest compared OMol25 entry of this formula, charge and spin) = 0.175 eV
HOMO = -3.93 eV
HOMO-LUMO gap = 0.2039 hartree
lowest unoccupied orbital energy = 0.060 hartree



(3)
DFT (ωB97M-V/def2-TZVPD) results for C31H34AsN7O5RbS as an isolated structure.

The geometry in ORCA input format:
```
! RIJCOSX wB97M-V def2-TZVPD def2/J DEFGRID3
* xyz -1 1
Rb -0.674 0.199 0.282
O 3.127 0.473 3.571
C 2.259 0.689 2.688
N 1.023 0.246 2.635
C 0.692 -0.574 3.771
C -0.726 -1.087 3.674
C -1.614 -0.966 4.742
C -2.903 -1.459 4.625
C -3.271 -2.091 3.449
C -2.321 -2.180 2.444
N -1.090 -1.678 2.530
C 2.666 1.630 1.551
C 3.936 2.201 1.604
C 4.298 3.128 0.643
C 3.382 3.467 -0.342
C 2.148 2.834 -0.328
N 1.797 1.925 0.580
H 0.799 -0.032 4.724
H 1.364 -1.438 3.879
H -1.283 -0.471 5.646
H -3.608 -1.350 5.441
H -4.265 -2.493 3.303
H -2.562 -2.685 1.515
H 4.582 1.898 2.417
H 5.278 3.592 0.665
H 3.599 4.210 -1.098
H 1.396 3.075 -1.072
C -2.093 -3.949 -1.825
C -2.967 -2.978 -1.110
N -2.705 -1.701 -0.934
C -3.780 -1.190 -0.238
C -4.691 -2.187 0.011
N -4.152 -3.314 -0.557
C -5.959 -2.347 0.768
O -6.408 -1.305 1.417
O -6.493 -3.442 0.787
C -3.876 0.255 0.178
O -4.776 0.536 1.022
O -3.055 1.043 -0.313
H -1.066 -3.860 -1.471
H -2.095 -3.754 -2.898
H -2.419 -4.976 -1.662
H -4.610 -4.210 -0.532
H -5.772 -0.485 1.271
C 0.756 3.937 3.297
N -0.477 3.337 2.838
C -1.160 2.332 3.502
C -2.242 2.023 2.763
N -2.207 2.854 1.656
C -1.123 3.664 1.690
S -0.712 4.840 0.543
H 0.559 4.630 4.117
H 1.189 4.483 2.462
H 1.434 3.152 3.627
H -0.782 1.898 4.411
H -3.028 1.296 2.885
H -2.786 2.713 0.835
C 1.177 1.505 -4.315
As 0.756 0.471 -2.709
C 0.058 -1.128 -3.598
C 2.581 -0.164 -2.251
C 3.355 -0.774 -3.371
C 3.260 -2.138 -3.653
C 3.950 -2.698 -4.718
C 4.751 -1.905 -5.527
C 4.862 -0.549 -5.254
C 4.172 0.008 -4.187
H 1.731 0.921 -5.049
H 1.764 2.378 -4.026
H 0.242 1.855 -4.751
H 0.700 -1.470 -4.409
H -0.929 -0.872 -3.984
H -0.074 -1.928 -2.869
H 2.466 -0.864 -1.422
H 3.090 0.710 -1.841
H 2.642 -2.765 -3.020
H 3.862 -3.760 -4.914
H 5.291 -2.341 -6.358
H 5.492 0.081 -5.871
H 4.271 1.068 -3.977
*
```

Results
max |F| = 0.8 eV/Å
molar mass = 777.114 g/mol
E = -125702.8309 eV
relative energy (zero: lowest compared OMol25 entry of this formula, charge and spin) = 0.000 eV
HOMO = -4.75 eV
HOMO-LUMO gap = 0.2438 hartree
lowest unoccupied orbital energy = 0.069 hartree



(4)
DFT (ωB97M-V/def2-TZVPD) results for one molecule with the formula C4H7NO in a non-equilibrium geometry.

The geometry in ORCA input format:
```
! RIJCOSX wB97M-V def2-TZVPD def2/J DEFGRID3
* xyz 0 1
C 1.516 0.357 -0.421
C 0.527 -0.101 0.655
C -0.866 -0.484 0.130
O -1.745 -0.490 1.231
C -1.237 0.504 -0.912
N -1.334 1.274 -1.769
H 1.060 1.070 -1.117
H 2.362 0.865 0.048
H 1.900 -0.484 -1.008
H 0.359 0.697 1.387
H 0.914 -0.964 1.208
H -0.838 -1.465 -0.370
H -2.619 -0.780 0.940
*
```

Results
max |F| = 1.1 eV/Å
molar mass = 85.106 g/mol
E = -7798.4279 eV
relative energy (zero: lowest compared OMol25 entry of this formula, charge and spin) = 1.216 eV
HOMO = -11.45 eV
HOMO-LUMO gap = 0.4432 hartree
SMILES = CC[C@@H](O)C#N
lowest unoccupied orbital energy = 0.022 hartree